ORCA calculation (the ωB97M-V functional and the def2-TZVPD basis) on a 10-piece molecular cluster, C40H100B4ClF16N5O5 overall at a distorted geometry.

Structure (XYZ):
```
171
Properties=species:S:1:pos:R:3
C 2.7583 -6.9778 -2.0562
C 1.2843 -6.9908 -2.2417
N 0.4879 -8.2065 -1.7149
C -1.0093 -7.8912 -1.7643
C 0.8431 -9.3671 -2.7338
C 0.3027 -10.7243 -2.2912
C 1.0494 -8.6472 -0.2549
C 1.0658 -7.5718 0.8317
O -0.2569 -7.3424 1.2580
C -0.4206 -6.2420 2.1562
H 3.0607 -6.9517 -1.0166
H 3.1310 -6.0122 -2.3596
H 3.3194 -7.8418 -2.4022
H 0.9804 -6.9456 -3.2898
H 0.9350 -6.0298 -1.8318
H -1.1281 -7.3977 -2.7240
H -1.1881 -7.1038 -1.0204
H -1.6103 -8.7576 -1.4814
H 1.9301 -9.3081 -2.8638
H 0.3955 -9.0930 -3.7100
H -0.7452 -10.6300 -1.9864
H 0.7963 -11.1148 -1.4021
H 0.3800 -11.4550 -3.0801
H 2.0119 -9.0941 -0.4880
H 0.3632 -9.4297 0.0524
H 1.4999 -6.6253 0.4654
H 1.6919 -7.9996 1.6452
H 0.2322 -6.3267 3.0724
H -1.4327 -6.3223 2.5133
H -0.2063 -5.2973 1.6518
C -0.8503 -0.3711 4.0109
C 0.6282 -0.0543 3.7144
N 1.4643 0.2373 4.9985
C 1.1845 1.6188 5.6040
C 1.2008 -0.9906 5.8892
C 2.1285 -1.0153 7.1576
C 2.9522 0.3232 4.4166
C 3.6543 -0.9192 3.9488
O 3.0074 -1.5767 2.8646
C 3.8242 -2.6659 2.2750
H -1.4994 -0.4685 3.1290
H -1.2656 0.4389 4.6377
H -0.9576 -1.2871 4.6200
H 0.7461 0.8830 3.1916
H 1.1703 -0.8402 3.2001
H 1.3606 2.2924 4.7526
H 1.7714 1.8841 6.4973
H 0.1132 1.5948 5.8852
H 1.4076 -1.8508 5.2484
H 0.1386 -0.9268 6.0720
H 2.4034 -1.9837 7.6418
H 1.6918 -0.3844 7.9383
H 3.1151 -0.6035 6.8839
H 3.6420 0.7699 5.1493
H 2.8633 0.9556 3.5363
H 3.7992 -1.6318 4.7511
H 4.6929 -0.5439 3.7216
H 3.2964 -2.8288 1.3586
H 3.9137 -3.4644 2.9689
H 4.8625 -2.3966 2.0881
C 5.3289 6.1537 -1.0122
C 5.6334 4.6576 -0.9239
N 4.6243 3.8597 -0.2066
C 3.2526 3.9020 -0.9859
C 5.1265 2.4374 -0.2485
C 4.4525 1.3297 0.5545
C 4.3535 4.3667 1.2248
C 5.5118 4.1854 2.1786
O 6.4862 5.1975 2.0850
C 7.5868 5.1628 3.0163
H 4.3615 6.3592 -1.4827
H 6.0217 6.7575 -1.5833
H 5.3231 6.6491 -0.0358
H 6.5926 4.5312 -0.4603
H 5.6393 4.2443 -1.9302
H 3.3161 3.4554 -1.9838
H 2.9428 4.9543 -0.9220
H 2.5954 3.3416 -0.3224
H 6.1537 2.4546 0.1157
H 5.1526 2.0715 -1.2787
H 4.4700 1.4829 1.6264
H 4.9423 0.3847 0.3042
H 3.4168 1.1077 0.2716
H 3.4869 3.8663 1.6128
H 4.1843 5.4334 1.1606
H 6.0549 3.2405 2.1363
H 5.0885 4.0814 3.1902
H 7.2143 5.5818 3.9552
H 8.3975 5.6895 2.5442
H 7.8671 4.1137 3.1899
C -4.7475 4.3255 -0.8471
C -4.7360 2.8458 -1.0633
N -6.2162 2.4509 -1.5790
C -6.4656 0.9348 -1.1083
C -7.3396 3.3553 -1.0738
C -7.3991 3.2035 0.4270
C -6.1431 2.5836 -3.1292
C -7.5091 2.6673 -3.8434
O -8.4151 1.7910 -3.1636
C -9.5412 1.3625 -3.8917
H -4.9361 4.7888 -1.8071
H -3.8527 4.7127 -0.3729
H -5.5605 4.6614 -0.1815
H -4.5577 2.1869 -0.1982
H -4.0829 2.5768 -1.8742
H -6.3501 0.8834 -0.0181
H -5.5927 0.4780 -1.5617
H -7.3196 0.5259 -1.6046
H -8.2855 3.0851 -1.4874
H -7.0475 4.3805 -1.3438
H -8.0712 2.4630 0.8399
H -7.6306 4.1262 0.9549
H -6.4303 3.1122 0.9153
H -5.6858 1.6639 -3.4630
H -5.5905 3.4700 -3.3894
H -7.3850 2.4114 -4.8877
H -8.0106 3.6667 -3.8583
H -10.3392 1.3332 -3.1456
H -9.3056 0.3754 -4.2724
H -9.6992 2.1249 -4.6333
C -1.9370 1.3350 0.6973
C -1.7740 0.8433 -0.7017
N -0.4710 1.2055 -1.3444
C -0.5386 0.6175 -2.7423
C -0.2422 2.7334 -1.3881
C -1.3408 3.5755 -1.9970
C 0.7552 0.6541 -0.6028
C 0.7919 -0.7967 -0.3278
O -0.0719 -1.0827 0.7966
C -0.1816 -2.4882 1.0790
H -2.6656 0.8024 1.3060
H -2.3886 2.3217 0.6774
H -0.9701 1.2863 1.2429
H -2.4525 1.3867 -1.3425
H -1.9132 -0.2111 -0.8550
H 0.3945 0.8295 -3.2568
H -1.3975 1.1126 -3.1894
H -0.8440 -0.3893 -2.4628
H 0.6365 2.8644 -2.0247
H 0.0373 3.0374 -0.3893
H -1.4758 3.2316 -3.0109
H -1.0307 4.5915 -2.1595
H -2.1563 3.5780 -1.3199
H 0.8432 1.2764 0.3069
H 1.5988 0.8720 -1.2298
H 1.8213 -1.0964 -0.1446
H 0.4017 -1.3590 -1.1840
H -0.2784 -3.1279 0.2520
H -1.0440 -2.5723 1.7084
H 0.7440 -2.8166 1.5150
B 3.4250 -3.2406 -1.4422
F 3.9719 -2.2809 -0.5405
F 4.3562 -3.5832 -2.3850
F 3.0626 -4.4773 -0.6480
F 2.2453 -2.6920 -2.0404
B -3.4849 7.1716 -1.8388
F -2.6799 6.1845 -2.5625
F -4.8454 6.9830 -2.1977
F -3.3468 6.8761 -0.4705
F -3.1105 8.4339 -2.2461
B -4.0902 -0.7961 -2.6311
F -4.0875 -1.0790 -1.2291
F -2.9650 -1.3839 -3.2412
F -5.3880 -1.2053 -3.0995
F -3.9981 0.6265 -2.7897
B 1.6101 3.0877 -4.2236
F 0.1570 2.9185 -4.3492
F 2.1174 3.5804 -5.4219
F 1.8138 4.0881 -3.2059
F 2.1788 1.8854 -3.7273
Cl 1.8942 2.5906 2.1689
```

Results
E_HOMO (hartree): -0.3282
Orbital gap (Eh): 0.313
Spin multiplicity: 1
Calculated total energy (Ha): -4392.09681



ORCA calculation (the ωB97M-V functional and the def2-TZVPD basis) on a 12-piece molecular cluster, C40H101N3O12 overall at a distorted geometry.

Structure (XYZ):
```
156
Properties=species:S:1:pos:R:3
C 3.9920 1.6988 3.9658
O 3.4260 2.7742 3.2194
H 3.4818 0.7942 3.6698
H 5.1082 1.6073 3.8581
H 3.8177 1.7939 5.0037
H 3.4876 3.5836 3.7462
C 2.7869 -2.8185 -0.9690
O 1.9024 -3.6856 -1.6826
H 3.7461 -2.7432 -1.5296
H 2.3464 -1.7764 -0.8487
H 2.9716 -3.2263 0.0186
H 1.1873 -3.9422 -1.1247
C -3.7079 -2.1732 3.0714
O -4.1315 -1.4673 4.2292
H -4.4575 -2.9269 2.7247
H -3.6119 -1.4150 2.2918
H -2.7534 -2.7226 3.2838
H -3.7652 -1.8769 5.0247
C 2.2104 3.9866 0.3717
O 3.1204 2.8980 0.3050
H 2.6662 4.9719 0.6639
H 1.8576 4.1852 -0.6611
H 1.3377 3.7462 0.9745
H 3.4461 2.6776 1.2101
C 0.0399 -1.3024 4.9195
O 0.2864 0.0875 4.6598
H 0.6376 -1.6588 5.7909
H -0.9658 -1.7288 5.0788
H 0.3864 -1.9075 4.0801
H 0.2095 0.7538 5.3645
C -2.6556 1.7311 3.0231
C -2.9446 2.4190 1.6805
C -3.5764 1.3824 0.7733
C -5.0018 1.0174 1.1886
C -5.7810 2.2995 1.2507
C -5.2227 3.2526 2.2945
N -3.8644 3.5037 1.7854
O -3.2464 4.5098 2.7770
C -5.9743 4.5602 2.1913
C -5.3497 2.7374 3.7375
C -1.6744 2.9693 1.0233
H -2.3752 2.4104 3.8332
H -1.8097 1.0236 2.9755
H -3.4167 1.0375 3.4114
H -3.5379 1.7571 -0.2878
H -2.9474 0.4230 0.7954
H -4.9726 0.5499 2.1823
H -5.3992 0.3165 0.4643
H -6.8106 1.9980 1.5825
H -5.6974 2.7216 0.2443
H -7.0606 4.4143 2.1749
H -5.8065 5.2804 3.0432
H -5.6587 5.0720 1.2835
H -6.3605 2.9532 4.0862
H -5.2743 1.6765 3.9400
H -4.6278 3.2366 4.3592
H -1.2131 2.2098 0.4645
H -0.9149 3.4786 1.6035
H -1.9334 3.6419 0.2375
H -3.3769 5.3487 2.2840
C -3.2802 1.1590 -3.7563
C -3.2639 -0.4386 -3.7542
C -1.8157 -0.9369 -3.6028
C -1.6764 -2.4228 -3.3732
C -2.5018 -2.7180 -2.1129
C -3.9432 -2.2691 -2.1730
N -3.9338 -0.8484 -2.5417
O -5.3408 -0.4930 -2.6829
C -4.7105 -3.0686 -3.1406
C -4.5825 -2.4556 -0.7834
C -3.8329 -0.7916 -5.1375
H -3.0383 1.6065 -2.7764
H -4.2530 1.5010 -4.0043
H -2.6207 1.6101 -4.5725
H -1.2534 -0.6619 -4.5338
H -1.3870 -0.4165 -2.6934
H -0.7105 -2.8272 -3.1177
H -2.0441 -2.9747 -4.2237
H -1.9800 -2.2125 -1.2837
H -2.4630 -3.8008 -1.8517
H -5.8046 -2.6793 -3.1631
H -4.2607 -3.0778 -4.1377
H -4.8588 -4.1249 -2.7898
H -4.6046 -3.5201 -0.5676
H -4.0295 -1.9877 0.0116
H -5.5870 -2.0035 -0.7794
H -3.3284 -0.0820 -5.8595
H -4.8530 -0.4624 -5.0755
H -3.7062 -1.8462 -5.4430
H -5.4862 0.1088 -1.9420
C 5.9542 0.9592 -4.6037
C 4.8664 1.6401 -3.6915
C 5.0866 3.1161 -3.6092
C 3.9491 3.8116 -2.8737
C 2.5211 3.5039 -3.4680
C 2.3169 1.9601 -3.7364
N 3.5526 1.4844 -4.3658
O 3.3515 0.0016 -4.5510
C 1.9935 1.3029 -2.4271
C 1.1954 1.8556 -4.7967
C 4.9372 0.9506 -2.2723
H 5.8007 1.1426 -5.7107
H 5.8739 -0.0653 -4.5786
H 6.9343 1.2779 -4.2388
H 5.9853 3.3475 -3.0531
H 5.1810 3.4870 -4.6178
H 4.1131 4.8858 -2.8825
H 3.9662 3.4857 -1.7629
H 2.4033 4.1013 -4.4139
H 1.6509 3.8299 -2.8379
H 1.8866 0.2173 -2.5890
H 2.6985 1.4169 -1.6283
H 0.9783 1.5797 -1.9803
H 0.9652 0.8405 -5.0595
H 0.3360 2.4712 -4.5232
H 1.5235 2.4132 -5.6439
H 4.6131 1.5304 -1.4455
H 5.9792 0.7548 -2.0674
H 4.3823 0.0257 -2.2104
H 3.0802 -0.0854 -5.4715
C 6.9262 -0.5946 1.0932
C 5.8628 -1.6921 0.9077
O 4.8598 -1.4350 1.8692
H 6.3954 0.3416 0.7659
H 7.7663 -0.7733 0.4917
H 7.2129 -0.5395 2.1741
H 6.1983 -2.6586 1.2481
H 5.5173 -1.7877 -0.0826
H 4.2672 -0.8026 1.5534
C 0.8120 -6.4186 1.8107
C -0.2163 -5.2977 1.4315
O 0.3361 -4.2224 0.7318
H 1.6524 -5.9998 2.3492
H 1.2269 -6.8594 0.9253
H 0.4341 -7.2150 2.4465
H -0.7662 -5.0003 2.2874
H -0.8865 -5.8336 0.7564
H 0.9539 -3.7362 1.3216
C -0.2427 -0.8100 0.4684
C 0.9150 0.0170 0.8788
O 1.4609 -0.3376 2.2201
H 0.0426 -1.8947 0.3784
H -0.6689 -0.4854 -0.4511
H -0.9369 -0.6668 1.3578
H 0.6531 1.0906 0.9166
H 1.8174 -0.0547 0.2921
H 0.7487 -0.0334 2.8520
C 3.4928 -2.8504 4.6295
C 3.0939 -3.7259 3.4497
O 1.9336 -3.2081 2.8570
H 4.2466 -3.2886 5.2273
H 2.5714 -2.6220 5.1944
H 3.9466 -1.9563 4.3212
H 2.7903 -4.7484 3.7628
H 3.9781 -3.8382 2.7880
H 2.1053 -2.2899 2.6358
```

Results
E_HOMO (hartree): -0.3144
Orbital gap (Eh): 0.323
Spin multiplicity: 1
SMILES: CC1(C)CCCC(C)(C)N1O.CC1(C)CCCC(C)(C)N1O.CC1(C)CCCC(C)(C)N1O.CCO.CCO.CCO.CCO.CO.CO.CO.CO.CO
Calculated total energy (Ha): -2651.48418
Energy above the lowest of the compared OMol25 structures with the same formula, charge and spin (kcal per mole): 0.0